# 1
Here is a 9-piece molecular cluster, C6H29NO9 overall in a non-equilibrium geometry from the OMol25 dataset. Energies are from ωB97M-V with the def2-TZVPD basis set.

## Properties
Total energy (a.u.): -977.71948
Structure (SMILES): N/C=C/CCCCO.O.O.O.O.O.O.O.O
ΔE to the lowest compared entry with this formula, charge and spin (kJ/mol): 741.1

Cartesian coordinates (Å):
N 0.110 0.283 1.251
C 1.239 -0.289 0.546
C 1.354 0.021 -0.800
C 2.379 -0.788 -1.521
C 2.191 -2.269 -1.828
C 0.725 -2.679 -1.588
C 0.514 -3.655 -0.471
O -0.317 -3.146 0.584
H 0.392 0.963 1.737
H -0.444 -0.325 1.851
H 1.940 -1.084 0.975
H 0.617 0.669 -1.243
H 2.387 -0.325 -2.547
H 3.441 -0.664 -1.121
H 2.525 -2.353 -2.844
H 2.792 -2.737 -1.110
H 0.249 -3.171 -2.535
H 0.092 -1.775 -1.461
H 1.481 -3.975 0.023
H -0.074 -4.566 -0.987
H -0.296 -2.115 0.651
O 4.141 1.745 -0.451
H 4.174 2.673 -0.475
H 3.540 1.356 0.415
O 1.150 2.336 3.371
H 0.674 2.184 4.152
H 0.537 2.837 2.770
O -4.527 1.021 -1.207
H -4.977 0.238 -1.261
H -4.170 0.959 -0.363
O -0.422 3.252 -0.108
H 0.024 3.712 -0.853
H -0.855 2.394 -0.397
O -1.765 2.136 3.096
H -2.584 2.355 3.255
H -1.477 2.524 2.213
O -1.194 2.913 -2.462
H -1.563 2.221 -1.857
H -1.329 2.533 -3.329
O -2.166 -1.514 1.881
H -1.980 -2.353 1.385
H -2.221 -1.662 2.803
O -2.139 0.427 -0.158
H -2.237 -0.473 -0.597
H -1.932 0.168 0.616

---

# 2
Here is C6H2ClFLiO2 as an isolated structure in a non-equilibrium geometry from the OMol25 dataset. Energies are from ωB97M-V with the def2-TZVPD basis set.

## Properties
Total energy (a.u.): -947.55039
Net charge: +1

Cartesian coordinates (Å):
O 1.274 -2.452 0.481
C 0.761 -1.318 0.278
C -0.814 -1.192 0.422
C -1.365 0.129 0.345
Cl -3.177 0.337 0.556
C -0.360 1.342 0.080
O -0.867 2.496 0.010
C 1.202 1.191 -0.129
C 1.752 -0.123 -0.056
F 3.141 -0.338 -0.251
H -1.453 -2.131 0.579
H 1.843 2.125 -0.330
Li -1.935 -0.066 -1.986

---

# 3
Here is C6H2N as an isolated structure in a non-equilibrium geometry from the OMol25 dataset. Energies are from ωB97M-V with the def2-TZVPD basis set.

## Properties
Total energy (a.u.): -283.92598
Net charge: +1
ΔE to the lowest compared entry with this formula, charge and spin (kJ/mol): 356.0

Cartesian coordinates (Å):
C -1.503 0.620 0.830
C -0.572 0.046 1.632
C -1.420 0.379 -0.473
C 1.387 -0.150 -0.558
C 0.481 -0.546 1.107
C -0.070 -0.325 -0.465
N 1.759 -0.549 0.666
H -2.091 0.466 -1.296
H 2.029 0.059 -1.442

---

# 4
Here is an isolated ion of composition C6H2N and charge +1 in a non-equilibrium geometry from the OMol25 dataset. Energies are from ωB97M-V with the def2-TZVPD basis set.

## Properties
Total energy (a.u.): -283.85031
Net charge: +1
ΔE to the lowest compared entry with this formula, charge and spin (kJ/mol): 554.7

Cartesian coordinates (Å):
C 1.029 -1.922 0.451
C 1.574 -2.135 -0.753
C -0.085 -1.189 0.521
C 0.611 0.533 -1.449
C 0.879 -1.880 -1.829
C 0.312 -0.805 -0.835
N 1.235 0.704 -2.469
H -0.916 -0.919 1.173
H 0.171 1.547 -0.940

---

# 5
Here is an isolated ion of composition C6H2O5 and charge -2 in a non-equilibrium geometry from the OMol25 dataset. Energies are from ωB97M-V with the def2-TZVPD basis set.

## Properties
Total energy (a.u.): -606.03875
Net charge: -2
Structure (SMILES): O=C([O-])c1ccc([O-])oc1=O
ΔE to the lowest compared entry with this formula, charge and spin (kJ/mol): 60.0

Cartesian coordinates (Å):
O 2.720 -1.424 -0.888
C 1.834 -1.544 -0.020
O 1.737 -2.455 0.835
C 0.694 -0.536 -0.005
C -0.616 -0.839 -0.018
C -1.678 0.100 -0.029
C -1.511 1.464 0.001
O -2.384 2.355 -0.006
O -0.176 1.972 0.052
C 0.946 1.264 0.048
O 2.031 1.797 0.131
H -0.896 -1.894 -0.039
H -2.701 -0.261 -0.063

---

# 6
Here is C6H30B3BaNO11P2 as an isolated structure in a non-equilibrium geometry from the OMol25 dataset. Energies are from ωB97M-V with the def2-TZVPD basis set.

## Properties
Total energy (a.u.): -1911.39922
Net charge: -2

Cartesian coordinates (Å):
Ba 2.837 -0.775 -1.110
B 7.105 0.090 0.401
H 6.456 0.723 -0.185
H 7.155 0.337 1.450
H 6.714 -0.914 0.341
H 8.131 0.016 0.075
B 5.648 -2.257 -4.308
H 5.158 -2.967 -3.660
H 6.514 -2.697 -4.779
H 4.813 -1.954 -4.920
H 5.979 -1.410 -3.727
B 3.296 -2.808 2.767
H 3.770 -3.421 2.016
H 2.245 -2.769 2.524
H 3.385 -3.132 3.792
H 3.653 -1.792 2.705
N 2.236 3.332 -4.400
O 2.706 3.388 -3.260
O 1.716 2.261 -4.703
O 2.316 4.304 -5.132
C 1.197 3.920 3.241
O -0.088 4.368 3.267
P -1.323 3.571 2.511
O -0.966 2.465 1.526
O -2.197 2.969 3.736
C -3.442 2.416 3.471
O -2.378 4.679 1.926
C -2.549 5.944 2.499
H 1.881 4.228 2.450
H 1.287 2.848 3.418
H 1.775 4.330 4.069
H -3.335 1.611 2.744
H -4.107 2.991 2.827
H -3.959 2.016 4.344
H -1.620 6.505 2.401
H -2.772 5.776 3.553
H -3.362 6.607 2.204
C -3.104 -4.219 0.856
O -3.789 -3.371 -0.013
P -3.326 -3.250 -1.553
O -1.859 -3.201 -1.765
O -4.190 -4.475 -2.258
C -5.563 -4.356 -2.468
O -4.124 -1.873 -2.008
C -3.495 -1.006 -2.885
H -2.470 -3.754 1.612
H -2.417 -4.820 0.260
H -3.792 -4.902 1.354
H -6.109 -3.672 -1.818
H -5.899 -5.385 -2.340
H -5.788 -4.157 -3.515
H -2.589 -1.467 -3.278
H -3.212 -0.023 -2.508
H -4.148 -0.869 -3.747